This record from the Open Molecules 2025 dataset describes C34H33Br2N5OPbS2 as an isolated structure. The level of theory is ωB97M-V with the def2-TZVPD basis set.

Total charge: 0
Relative energy (zero: lowest compared OMol25 entry of this formula, charge and spin) (kcal per mole): 3.1
Gap between HOMO and LUMO (hartree): 0.218

Last column: Mulliken charge in e.
Cartesian coordinates (Å):
1 H -3.18200 -4.34181 -2.63427  0.337
2 C 1.66374 4.96789 -0.36407  0.159
3 H 3.02868 1.31611 1.10683  0.354
4 C 2.38807 1.88365 1.78634  -1.109
5 C -2.14052 -1.59165 -0.97342  -0.245
6 O 1.17442 -0.59176 -3.04108  -0.450
7 H -3.50617 4.33070 -0.94961  0.367
8 C 1.57327 -2.50640 2.49383  0.553
9 C 2.52035 -3.05606 3.35281  -1.006
10 H 1.38753 1.96538 1.35612  -0.007
11 C -2.67491 4.03909 -1.59196  -1.751
12 H -4.72554 2.20009 -1.62366  0.363
13 C 2.34210 1.23814 3.17701  0.287
14 C -0.56055 0.04988 2.09028  -0.604
15 N -1.02232 -1.32119 -1.60900  0.958
16 H -1.26911 -4.21816 1.40009  0.476
17 Br 2.31726 -1.82606 -5.57589  -0.187
18 H -1.15814 -2.47055 1.58309  -0.046
19 H -0.97177 -3.51334 2.99495  0.379
20 C 3.25164 -0.89596 4.02145  -1.090
21 C -3.87906 1.93610 -2.25750  -1.747
22 H -3.82332 0.84701 -2.31948  0.245
23 C 2.31979 -0.28764 3.18421  0.484
24 C -1.42857 2.15062 -2.63700  -1.796
25 C 2.96849 4.42841 -0.58313  0.471
26 C 1.22601 1.87490 4.01732  -1.512
27 H -4.18243 2.61494 0.77719  0.574
28 H 0.98030 -2.50222 -0.21757  -0.002
29 C -2.36187 1.94406 -0.30660  -0.496
30 H -0.79500 -0.15901 3.13600  0.285
31 H -0.48553 2.58056 -2.28553  -0.235
32 S 4.33768 2.47584 -2.22074  -0.063
33 H 3.91408 -0.26885 4.60649  0.425
34 H 4.07972 -2.71659 4.78754  0.385
35 H -2.41056 -0.94107 -0.14963  0.359
36 N 4.88011 5.19304 0.96667  -0.454
37 C -2.57044 2.50937 -1.68942  2.749
38 C 0.75563 -3.51284 1.69717  0.535
39 H -1.31489 1.06846 -2.74296  0.294
40 C 3.15659 3.50382 -1.53160  0.322
41 H 1.45439 2.92750 4.19386  0.451
42 N -1.29886 1.21129 0.05454  1.063
43 H 1.05002 -4.49728 2.06889  0.549
44 C 0.51359 -1.62197 -3.41290  0.388
45 C 3.35486 -2.26758 4.12108  -1.369
46 Pb 0.65783 0.30260 -0.80161  0.835
47 H -1.75810 4.46050 -1.17740  0.276
48 H 2.20697 -3.71885 0.10444  0.399
49 H 0.46178 -4.10450 -5.77418  0.432
50 C -1.40861 -3.19969 -3.08762  0.886
51 C -1.48350 0.84506 1.38313  0.428
52 C 0.14057 -3.53782 -4.91154  -0.264
53 C -3.25040 2.07244 0.77755  -0.992
54 H -2.83933 4.46918 -2.58251  0.476
55 H 3.28050 1.50260 3.66893  0.667
56 C -2.69418 1.38358 1.84292  -1.651
57 C -2.96326 -2.66842 -1.32929  -1.504
58 H -1.62774 2.56491 -3.62576  0.586
59 S 2.27642 2.60053 -2.70131  0.110
60 C -0.95288 -3.94552 -4.19147  -0.032
61 H 0.26616 1.82956 3.50485  0.277
62 C -0.75475 -3.41364 1.92946  -1.185
63 H 1.13257 1.37396 4.98180  0.356
64 N 0.51940 -0.44600 1.56806  0.935
65 H 0.56882 -4.21358 -0.35245  0.426
66 H -4.06312 2.33189 -3.25840  0.466
67 H 2.60092 -4.13459 3.41653  0.396
68 C 1.45742 -1.10023 2.42225  -0.071
69 H -3.87884 -2.84163 -0.78138  0.539
70 N 0.60695 5.38314 -0.18440  -0.449
71 C -2.58248 -3.48558 -2.35731  -0.873
72 H -3.10325 1.27036 2.83570  0.531
73 Br -1.84622 -5.54453 -4.70830  -0.244
74 C -0.65740 -2.06149 -2.68698  -0.252
75 C 0.83691 -2.39184 -4.53912  -0.310
76 C 4.03270 4.85980 0.26548  -0.005
77 C 1.14798 -3.48412 0.21774  -1.364
78 H 2.79340 2.89309 1.87543  0.529

Cartesian forces (eV/Å) of the 2 atoms listed first:
0.00 0.00 -0.02
-0.22 0.04 0.04

=====

This record from the Open Molecules 2025 dataset describes the molecule C11H11N7. The level of theory is ωB97M-V with the def2-TZVPD basis set.

Total charge: 0
Gap between HOMO and LUMO (hartree): 0.331
Structure (SMILES): Cc1ccc(-n2ncc(-c3nn[nH]n3)c2N)cc1

Last column: Mulliken charge in e.
Cartesian coordinates (Å):
1 H -6.57646 0.06614 0.50200  0.316
2 H -4.74441 1.61280 -0.93254  0.380
3 N -0.46146 0.55490 0.10361  0.721
4 C -4.06044 0.88424 -0.52215  -0.632
5 N 0.56758 -1.62278 -0.14196  -0.489
6 H -0.20340 -2.00040 -0.67152  0.286
7 N -0.07913 1.84652 0.25697  -1.162
8 C 1.74358 0.54607 0.11440  0.424
9 H -1.63696 -1.67681 1.01480  0.542
10 N 3.41744 -1.20543 -0.22707  -0.080
11 H -6.23434 -1.64004 0.19738  0.334
12 H -6.38579 -0.50520 -1.15081  0.338
13 C 1.22773 1.84989 0.27678  -0.484
14 H 6.12559 0.18436 -0.03213  0.240
15 N 5.14577 -0.05518 -0.05655  0.392
16 C -2.71262 1.17075 -0.46779  -0.537
17 N 4.18883 0.83664 0.12924  -0.669
18 C 3.09028 0.09396 0.01965  0.047
19 C -2.30735 -0.97054 0.55069  -0.224
20 C -6.02241 -0.62596 -0.13135  -1.368
21 C 0.61287 -0.26706 0.00072  0.525
22 H -4.02765 -2.18696 0.86571  0.293
23 H 1.77637 2.76154 0.39819  0.546
24 H -2.32443 2.11426 -0.81663  0.477
25 N 4.69664 -1.26749 -0.26887  -0.745
26 H 1.48018 -2.01210 -0.35281  0.344
27 C -1.82467 0.23631 0.05841  0.184
28 C -3.66182 -1.24584 0.48096  -0.837
29 C -4.55535 -0.33188 -0.05958  0.839

Cartesian forces (eV/Å) of the 2 atoms listed first:
-0.10 0.00 0.03
-0.06 0.09 -0.05

=====

This record from the Open Molecules 2025 dataset describes C5H9NO as an isolated structure. The level of theory is ωB97M-V with the def2-TZVPD basis set.

Total charge: 0
Relative energy (zero: lowest compared OMol25 entry of this formula, charge and spin) (kcal per mole): 175.6
Gap between HOMO and LUMO (hartree): 0.324

Last column: Mulliken charge in e.
Cartesian coordinates (Å):
1 C -1.20371 -1.18002 0.86416  -1.185
2 H -0.93444 -1.34411 1.91305  0.439
3 H -1.05657 -1.22240 -2.65529  0.259
4 H -1.93064 -0.39085 0.70315  0.336
5 H 0.57406 -0.02632 -0.52249  -0.018
6 H -1.63648 -2.13681 0.58540  0.371
7 N -1.09351 -0.67057 -1.79961  -0.599
8 C 1.43973 0.61711 0.24198  -0.167
9 H 0.34495 4.13032 -0.08973  0.414
10 H 0.15978 -0.30042 1.34679  0.391
11 H 0.36202 -1.91716 -0.93845  0.420
12 C 1.05089 1.98818 0.06812  -0.340
13 H 2.40650 0.35284 -0.19418  0.366
14 C 0.65565 3.11834 -0.04572  0.108
15 C -0.30770 -1.04951 -0.89621  -0.256
16 O 1.16947 0.03135 1.41904  -0.539

Cartesian forces (eV/Å) of the 2 atoms listed first:
-0.10 0.04 -2.25
0.50 0.40 -0.11